No. 1
ORCA calculation (ωB97M-V with the def2-TZVPD basis set) on C5H13N in the gas phase in a non-equilibrium geometry.

SMILES = CC(C)[C@H](C)N
E_LUMO = 0.0393 Ha
charge = 0
E = -6884.0822 eV
HOMO = -9.029 eV
frontier orbital gap = 10.098 eV

```
19
C5H13N (ωB97M-V with the def2-TZVPD basis set)
C -0.25742 1.97838 -0.41795
C 0.41956 0.60282 -0.57392
C 0.16269 -0.34256 0.65710
C 1.20786 -1.50482 0.89982
C -1.29223 -0.65497 0.69394
N -0.08177 -0.09421 -1.80960
H 0.07829 2.43779 0.50179
H -0.23829 2.69856 -1.44434
H -1.31220 1.72742 -0.03205
H 1.58532 0.65494 -0.58625
H 0.41447 0.33721 1.55760
H 2.09531 -1.53629 0.43414
H 0.69818 -2.40047 0.43286
H 1.19286 -1.54499 2.08860
H -1.63090 -0.73348 -0.33153
H -1.46329 -1.46947 1.37709
H -1.83740 0.23131 1.27809
H -0.12801 0.52600 -2.61525
H 0.38698 -0.91317 -2.11015
```

No. 2
ORCA calculation (ωB97M-V with the def2-TZVPD basis set) on C5H13N in the gas phase in a non-equilibrium geometry.

SMILES = CCCN(C)C
E_LUMO = 0.0415 Ha
charge = 0
E = -6883.8109 eV
HOMO = -8.896 eV
frontier orbital gap = 10.026 eV

```
19
C5H13N (ωB97M-V with the def2-TZVPD basis set)
C -0.69404 -0.10832 1.64041
C 0.55655 -0.92427 1.91413
C -0.98759 -0.33501 0.10173
N 0.38482 -0.09040 -0.72561
C 0.76210 1.33015 -0.57423
C 0.03922 -0.25437 -2.22044
H -1.42380 -0.48885 2.31851
H -0.80829 0.95723 1.84380
H 1.46133 -0.61277 1.47990
H 0.31862 -1.86012 1.42759
H 0.78365 -0.99042 2.98015
H -1.39016 -1.33430 -0.09240
H -1.78200 0.47261 -0.35907
H 1.22015 1.52093 0.48632
H 1.64572 1.46238 -1.29834
H 0.05988 2.09833 -1.03116
H 0.95033 -0.20744 -2.85429
H -0.57567 0.65751 -2.53142
H -0.52081 -1.29286 -2.50560
```